Density functional theory data (the ωB97M-V functional and the def2-TZVPD basis) for a structure of composition C57H50NOOsP2SSi at a distorted geometry.

Last column: Löwdin charge in e.
Positions of all 114 atoms, in Å:
1 Os -0.06 -0.25 0.11  0.916
2 S 0.74 1.62 1.12  0.813
3 P -2.28 0.59 0.56  1.007
4 P 1.69 -0.06 -1.55  1.030
5 Si -0.20 -3.10 1.13  0.511
6 O 2.03 1.37 1.72  -0.378
7 N 0.64 -1.40 1.37  -0.206
8 C 3.10 6.14 -1.88  -0.071
9 C -3.40 4.20 3.10  -0.111
10 C -3.85 2.70 1.30  -0.031
11 C 2.79 -1.51 -1.73  -0.336
12 C -2.26 -0.32 -2.04  -0.141
13 C 2.17 5.14 -1.25  -0.113
14 C 3.49 -1.64 -2.94  -0.093
15 C -2.10 2.20 -3.20  -0.029
16 C -6.03 -1.68 1.85  -0.027
17 C 2.93 -0.98 2.18  -0.056
18 C 2.67 3.84 -1.47  -0.080
19 C 0.25 -1.09 -5.22  -0.055
20 C 0.32 0.10 -5.93  -0.048
21 C -4.26 3.75 2.14  0.029
22 C 2.15 -1.93 4.69  -0.035
23 C 0.49 4.17 0.13  -0.026
24 C -2.09 3.67 3.15  -0.081
25 C 0.68 1.27 -5.29  -0.055
26 C 4.35 -2.70 -3.13  -0.031
27 C 2.07 2.67 -0.98  -0.165
28 C -2.33 -0.19 -3.42  -0.046
29 C -2.06 2.09 -1.82  -0.056
30 C 2.68 1.44 -1.39  -0.296
31 C -2.57 2.17 1.34  -0.302
32 C -0.40 -3.03 -0.74  -0.161
33 C 0.58 -1.11 -3.87  -0.117
34 C 0.99 0.06 -3.23  -0.350
35 C 3.90 1.49 -2.04  -0.028
36 C 0.99 2.90 -0.08  -0.277
37 C 1.23 -1.87 3.66  -0.036
38 C -1.86 -3.13 1.96  -0.146
39 C -1.62 2.69 2.26  -0.172
40 C 4.53 2.69 -2.43  0.033
41 C -1.33 4.25 4.18  -0.112
42 C -5.80 -1.50 0.50  -0.035
43 C -2.25 1.06 -3.99  -0.024
44 C -4.66 -0.85 0.05  -0.067
45 C 3.87 3.87 -2.21  -0.118
46 C 1.02 1.25 -3.94  -0.067
47 C -0.24 2.39 2.37  -0.302
48 C -3.98 -0.53 2.36  -0.108
49 C 2.97 -2.48 -0.75  -0.115
50 C -3.74 -0.37 0.99  -0.379
51 C 3.83 -3.55 -0.95  -0.040
52 C 3.47 -1.55 4.45  -0.026
53 C -2.16 0.82 -1.22  -0.404
54 C -3.55 5.22 4.19  -0.069
55 C 3.86 -1.09 3.20  -0.025
56 C -0.02 3.86 4.32  0.034
57 C 0.89 -4.45 1.75  -0.130
58 C 1.61 -1.38 2.40  -0.360
59 C -5.12 -1.19 2.78  -0.039
60 C -2.18 5.23 4.93  -0.069
61 C 1.04 5.30 -0.50  0.028
62 C 0.52 2.95 3.39  -0.011
63 C 4.53 -3.66 -2.14  -0.028
64 C 4.18 5.29 -2.59  -0.071
65 H -4.37 4.95 4.86  0.136
66 H 5.20 5.57 -2.30  0.135
67 H -4.58 2.28 0.62  0.128
68 H 3.24 -0.62 1.21  0.101
69 H -1.84 -2.75 2.98  0.045
70 H -2.32 1.17 -5.06  0.129
71 H 0.20 -2.16 3.83  0.106
72 H 0.57 -2.06 -3.34  0.107
73 H -0.03 -2.01 -5.71  0.125
74 H 3.54 6.78 -1.11  0.137
75 H 5.20 -4.49 -2.30  0.125
76 H -4.52 -0.70 -1.01  0.103
77 H 0.61 6.28 -0.29  0.132
78 H 4.89 -2.79 -4.07  0.125
79 H -3.79 6.20 3.78  0.136
80 H 0.46 -3.47 -1.25  0.050
81 H 4.89 -0.81 3.02  0.126
82 H -5.31 -1.31 3.84  0.124
83 H -2.42 -1.29 -1.59  0.092
84 H 4.20 -1.63 5.25  0.125
85 H 1.85 -2.28 5.66  0.123
86 H -1.31 -3.56 -1.04  0.070
87 H -1.72 6.22 4.94  0.135
88 H 4.13 5.40 -3.68  0.135
89 H -2.04 3.18 -3.66  0.130
90 H 0.75 -5.32 1.11  0.062
91 H -6.53 -1.87 -0.23  0.124
92 H 5.49 2.65 -2.94  0.134
93 H -2.62 -2.59 1.40  0.012
94 H 0.73 2.20 -5.84  0.123
95 H -1.99 2.97 -1.20  0.110
96 H -2.46 -1.07 -4.04  0.130
97 H 0.61 -4.74 2.77  0.058
98 H 2.44 -2.42 0.19  0.047
99 H -2.17 -4.18 2.01  0.067
100 H 2.57 6.81 -2.57  0.133
101 H 3.35 -0.92 -3.73  0.117
102 H 0.62 4.25 5.10  0.135
103 H -0.31 4.32 0.84  0.115
104 H 1.57 2.71 3.45  0.124
105 H -2.28 4.92 5.97  0.137
106 H 1.34 2.17 -3.47  0.110
107 H -0.49 -2.02 -1.20  -0.040
108 H 4.39 0.56 -2.31  0.104
109 H -3.28 -0.14 3.09  0.121
110 H 0.09 0.11 -6.99  0.125
111 H 1.95 -4.20 1.75  0.043
112 H 3.95 -4.29 -0.17  0.119
113 H -5.27 4.14 2.04  0.134
114 H -6.93 -2.19 2.19  0.126

Output
Total charge   +3
Spin multiplicity   1
LUMO energy   -9.4 eV
DFT total energy   -103194.5749 eV